[1]
Below is C20H44FeNO2P3 as an isolated structure, with properties calculated with wB97M-V/def2-TZVPD.

```
71
Properties=species:S:1:pos:R:3:forces:R:3
Fe 0.630 -0.359 0.278 -0.9 1.0 -1.2
P 1.930 -1.086 1.855 2.4 -0.6 2.6
P 1.358 1.680 0.018 1.4 2.7 0.6
P -0.741 -2.050 0.023 -1.8 -2.5 -0.3
H -0.601 2.112 -8.128 -0.4 -0.2 0.2
C -1.539 1.566 -7.956 2.9 -1.6 -1.7
C -2.619 2.159 -7.429 -2.8 1.5 1.3
H -2.618 3.218 -7.165 0.0 -0.2 0.0
C 3.199 -2.028 0.916 -0.1 0.1 0.1
C 2.932 0.006 2.936 0.0 0.1 -0.2
C 1.363 -2.251 3.150 -0.4 -0.2 -0.2
C 0.777 2.996 -1.113 -0.5 -0.5 -0.4
C 1.305 2.603 1.608 -0.5 -0.3 0.1
C 3.140 1.591 -0.450 0.0 -0.3 -0.1
C -2.104 -1.973 -1.188 -0.2 0.6 -0.3
C -1.573 -2.854 1.452 -0.1 0.3 0.2
C 0.296 -3.415 -0.653 0.0 0.2 -0.1
H -1.580 0.529 -8.323 0.0 0.5 0.2
H -3.559 1.617 -7.322 0.2 0.2 -0.1
H 3.864 -2.476 1.673 0.0 0.0 -0.5
H 3.756 -1.323 0.275 -0.1 -0.4 0.2
H 2.731 -2.812 0.292 0.4 0.3 0.4
H 3.610 -0.649 3.504 -0.2 0.3 -0.1
H 2.226 0.507 3.616 0.3 -0.2 -0.2
H 3.515 0.761 2.393 -0.1 -0.3 0.2
H 1.898 -3.200 3.035 -0.1 0.1 0.0
H 0.287 -2.420 3.069 0.3 0.0 0.2
H 1.581 -1.836 4.143 -0.1 -0.1 -0.4
H 1.195 3.978 -0.841 0.0 -0.5 -0.1
H -0.321 3.002 -1.032 0.4 0.4 -0.1
H 1.044 2.742 -2.150 -0.1 0.2 0.3
H 2.284 2.639 2.100 -0.2 0.0 -0.3
H 0.592 2.097 2.276 0.2 0.2 -0.1
H 0.947 3.619 1.399 0.2 -0.3 0.2
H 3.531 2.608 -0.601 -0.2 -0.3 0.1
H 3.234 1.031 -1.392 0.1 0.2 0.2
H 3.745 1.081 0.310 -0.2 0.2 -0.2
H -2.883 -2.724 -0.977 0.4 0.3 -0.1
H -1.711 -2.133 -2.204 -0.1 0.1 0.3
H -2.533 -0.960 -1.132 -0.1 -0.5 -0.1
H -2.551 -3.234 1.121 0.4 0.1 0.2
H -1.723 -2.097 2.235 -0.1 -0.4 -0.1
H -0.973 -3.690 1.842 -0.2 0.3 -0.1
H -0.361 -4.077 -1.232 0.3 0.0 0.2
H 0.776 -3.975 0.161 -0.1 0.1 -0.3
H 1.062 -2.988 -1.315 -0.1 -0.3 0.0
C -1.347 0.880 -2.814 -0.6 0.5 1.3
C -0.094 0.384 -3.327 -0.1 -0.4 -0.1
C -0.045 -0.221 -4.572 0.4 0.2 0.5
C -1.198 -0.325 -5.353 0.0 0.3 0.0
C -2.398 0.257 -4.914 -0.2 0.5 -1.1
C -2.463 0.928 -3.721 -0.3 0.1 0.8
O -1.554 1.230 -1.598 0.3 -0.2 -2.0
H -0.303 0.687 -0.446 0.3 -0.3 0.3
H 0.781 0.446 -2.687 0.0 0.0 -0.2
H 0.894 -0.609 -4.951 -0.1 0.0 0.1
H -1.163 -0.786 -6.329 0.1 -0.3 0.1
H -3.267 0.257 -5.562 -0.1 -0.4 0.2
H -3.355 1.437 -3.352 0.2 -0.2 -0.2
C 0.237 0.654 5.918 0.1 0.0 -0.1
N -1.125 0.606 5.408 -0.1 -0.1 -1.7
C -2.251 0.746 6.303 -0.6 0.2 0.3
C -1.365 0.534 4.080 0.4 0.0 1.2
O -0.466 0.399 3.238 -0.2 -0.1 -0.4
H 0.168 0.576 7.006 0.3 -0.1 -0.2
H 0.721 1.609 5.658 -0.1 -0.3 0.1
H 0.838 -0.173 5.504 -0.3 0.3 0.3
H -2.659 1.761 6.277 0.0 -0.1 0.1
H -3.034 0.037 6.017 0.1 0.2 0.2
H -1.921 0.539 7.316 -0.1 -0.1 0.0
H -2.447 0.616 3.826 0.5 -0.2 0.0
```
Positions in Å, forces in eV/Å.

Computed properties:
**Frontier orbital gap (alpha / beta)**: 0.2591 / 0.0867 hartree
**Net charge**: +3
**E_HOMO (alpha / beta)**: -15.899 / -15.897 eV
**Electronic energy**: -89261.9004 eV
**⟨S²⟩**: 8.84
**ΔE to the lowest compared entry with this formula, charge and spin**: 0.0 kcal per mole
**Spin multiplicity**: 6

Löwdin atomic charge list, values in e, 5 entries: 0.184, 0.739, 0.745, 0.765, 0.128



[2]
Below is a 3-piece molecular cluster, H6O3 overall, with properties calculated with wB97M-V/def2-TZVPD.

```
9
Properties=species:S:1:pos:R:3:forces:R:3
O 1.607 2.874 0.782 -0.2 0.0 0.1
H 2.277 3.558 0.751 0.2 0.2 0.0
H 1.827 2.291 0.055 0.0 -0.2 -0.2
O -2.779 -0.815 -1.062 0.1 -0.2 0.1
H -2.693 0.069 -0.704 0.0 0.2 0.1
H -3.432 -0.730 -1.757 -0.2 0.0 -0.2
O 1.382 -2.624 0.553 0.2 -0.1 -0.1
H 0.606 -2.471 0.014 -0.2 0.0 -0.2
H 1.206 -2.152 1.367 0.0 0.1 0.2
```
Positions in Å, forces in eV/Å.

Computed properties:
**Frontier orbital gap**: 0.4421 hartree
**Structure (SMILES)**: O.O.O
**E_HOMO**: -11.441 eV
**Electronic energy**: -6239.6518 eV
**ΔE to the lowest compared entry with this formula, charge and spin**: 13.9 kcal per mole

Löwdin atomic charge list, values in e, 5 entries: -0.056, 0.028, 0.028, -0.055, 0.028



[3]
Below is one molecule with the formula C3H8N2S2, with properties calculated with wB97M-V/def2-TZVPD.

```
15
Properties=species:S:1:pos:R:3:forces:R:3
C -1.882 -0.166 0.131 -1.5 0.4 -0.6
C 1.140 0.583 1.000 1.7 0.7 3.4
C 1.337 -0.576 -1.112 0.3 2.1 -4.0
N -0.644 -0.685 0.108 0.2 3.0 0.1
N 0.514 0.149 -0.206 -2.1 -0.6 0.4
S -3.253 -1.098 -0.053 0.7 0.1 0.2
S -2.013 1.605 0.339 1.6 -0.2 0.3
H 2.293 0.590 0.963 -1.8 -0.3 -0.2
H 0.871 1.606 1.343 0.0 -0.2 -1.0
H 0.821 0.039 1.970 0.6 0.0 -1.8
H 2.306 0.029 -1.338 -1.8 -1.0 0.3
H 1.614 -1.479 -0.695 0.8 -2.3 0.7
H 0.758 -0.762 -2.164 1.4 0.5 2.6
H -0.663 -1.641 -0.099 0.6 -1.7 -0.4
H -3.199 1.805 -0.187 -0.7 -0.5 -0.2
```
Positions in Å, forces in eV/Å.

Computed properties:
**Frontier orbital gap**: 0.3290 hartree
**Structure (SMILES)**: CN(C)NC(=S)S
**E_HOMO**: -8.346 eV
**Electronic energy**: -27889.2076 eV
**ΔE to the lowest compared entry with this formula, charge and spin**: 57.4 kcal per mole

Löwdin atomic charge list, values in e, 5 entries: -1.201, -0.138, -0.111, -0.072, -0.281



[4]
Below is a 3-piece molecular cluster, C3H12NO2 overall, with properties calculated with wB97M-V/def2-TZVPD.

```
18
Properties=species:S:1:pos:R:3:forces:R:3
C 0.651 -0.992 -2.592 0.5 0.5 0.5
C 1.086 -0.955 -1.160 -0.1 0.3 0.0
C 0.382 -1.412 -0.148 -0.2 -0.9 0.3
N 0.809 -1.288 1.251 0.4 1.0 0.9
H -0.312 -1.480 -2.693 0.1 -0.2 -0.3
H 0.583 0.033 -2.966 -0.2 0.0 0.1
H 1.463 -1.423 -3.179 -0.3 -0.4 -0.1
H 2.021 -0.451 -0.928 0.1 -0.1 -0.1
H -0.574 -1.915 -0.122 -0.1 0.1 -0.8
H 1.763 -1.484 1.533 0.6 -0.2 -0.7
H 0.642 -0.291 1.527 -0.5 0.0 0.0
H 0.282 -1.889 1.870 -0.6 -0.1 0.0
H -0.854 1.800 1.171 -0.3 -0.2 0.1
H 0.530 2.048 1.635 0.4 0.1 0.2
O -0.012 1.328 1.308 0.0 0.2 0.0
H -3.054 3.353 1.634 0.2 0.3 0.3
H -2.982 2.201 0.712 -0.8 -0.9 -0.8
O -2.424 2.817 1.147 0.6 0.5 0.4
```
Positions in Å, forces in eV/Å.

Computed properties:
**Frontier orbital gap**: 0.4106 hartree
**Net charge**: +1
**E_HOMO**: -14.247 eV
**Electronic energy**: -8884.0158 eV
**ΔE to the lowest compared entry with this formula, charge and spin**: 19.8 kcal per mole

Löwdin atomic charge list, values in e, 5 entries: -0.059, -0.116, -0.109, 0.173, 0.085



[5]
Below is an isolated ion of composition C3H8NO and charge +1, with properties calculated with wB97M-V/def2-TZVPD.

```
13
Properties=species:S:1:pos:R:3:forces:R:3
C 1.080 -1.306 0.195 -0.2 0.8 -2.1
C -1.172 1.166 -0.801 -0.5 1.0 1.1
C 0.730 0.114 0.563 1.5 1.8 -0.5
N -0.699 0.243 0.223 -1.1 -1.6 1.2
O -1.439 -0.503 0.808 0.5 1.5 -1.1
H 1.066 -1.380 -0.908 0.3 -0.3 0.5
H 2.004 -1.572 0.618 1.3 -0.3 0.3
H 0.327 -1.922 0.589 -0.8 -1.0 0.6
H -1.800 0.660 -1.518 0.4 -0.8 -0.6
H -0.219 1.634 -1.186 -1.9 0.2 0.2
H -2.060 1.715 -0.283 2.1 0.1 -0.7
H 1.372 0.959 0.059 -1.4 -1.7 0.9
H 0.810 0.192 1.642 -0.2 0.4 0.2
```
Positions in Å, forces in eV/Å.

Computed properties:
**Frontier orbital gap**: 0.3795 hartree
**Structure (SMILES)**: CC[N+](C)=O
**Net charge**: +1
**E_HOMO**: -17.573 eV
**Electronic energy**: -6767.8466 eV
**ΔE to the lowest compared entry with this formula, charge and spin**: 76.6 kcal per mole

Löwdin atomic charge list, values in e, 5 entries: -0.028, 0.084, -0.126, -0.183, 0.224



[6]
Below is one molecule with the formula C4H7NO, with properties calculated with wB97M-V/def2-TZVPD.

```
13
Properties=species:S:1:pos:R:3:forces:R:3
C -2.579 0.098 -0.152 -0.2 0.6 -1.3
C -1.529 -0.840 -0.251 6.4 -1.5 -0.7
C 0.361 1.047 -0.335 -0.6 3.5 2.0
C 0.074 -0.271 0.327 -2.2 -2.7 -0.1
N -2.643 -0.996 0.606 -1.6 -0.8 1.5
O -3.048 1.120 -0.515 -0.9 1.0 0.3
H -1.321 -1.690 -0.982 -0.6 1.4 0.7
H 0.630 1.014 -1.379 0.5 -0.1 -0.1
H 1.067 1.690 0.364 -0.6 -1.5 -1.9
H -0.561 1.822 -0.307 1.6 -2.2 0.0
H 0.243 -0.233 1.421 -1.2 0.5 -0.2
H 0.711 -1.204 0.187 -0.3 1.5 -1.0
H -2.578 -1.139 1.586 -0.2 0.1 0.9
```
Positions in Å, forces in eV/Å.

Computed properties:
**Frontier orbital gap**: 0.3943 hartree
**Structure (SMILES)**: CC[C@H]1NC1=O
**E_HOMO**: -9.771 eV
**Electronic energy**: -7795.8425 eV
**ΔE to the lowest compared entry with this formula, charge and spin**: 87.7 kcal per mole

Löwdin atomic charge list, values in e, 5 entries: -0.505, -0.156, -0.159, -0.176, 0.155